# 1
Computed, not measured: a 3-piece molecular cluster, C2H3N4O overall in a non-equilibrium geometry, with ωB97M-V/def2-TZVPD.

Properties
- Kohn-Sham gap (eV) = 13.0
- molar mass (g/mol) = 99.1
- ΔE to the lowest compared entry with this formula, charge and spin (kJ/mol) = 7.16
- spin multiplicity = 1
- HOMO level (eV) = -17.82
- charge = +1
- DFT total energy (eV) = -10122.673

Each line ends with the natural charge from an NBO analysis.
Element x y z (Å)
C -0.324 1.442 2.053  0.2741
C 0.761 -1.344 -1.001  1.0076
N -0.435 0.342 1.764  -0.4086
N 0.372 1.090 -1.733  -0.0794
N -0.410 1.826 -1.938  0.0906
N -0.225 -1.329 -0.180  -0.8125
O 1.543 -1.487 -1.804  -0.2737
H -0.303 2.361 2.503  0.2546
H -0.231 -0.677 0.633  0.4632
H -0.748 -2.225 -0.297  0.4842

***

# 2
Computed, not measured: a single CH5ClNP molecule in a non-equilibrium geometry, with ωB97M-V/def2-TZVPD.

Properties
- SMILES = CP(N)Cl
- Kohn-Sham gap (eV) = 9.8
- molar mass (g/mol) = 97.5
- ΔE to the lowest compared entry with this formula, charge and spin (kJ/mol) = 54.79
- spin multiplicity = 1
- HOMO level (eV) = -8.73
- charge = 0
- DFT total energy (eV) = -24419.827

Each line ends with the natural charge from an NBO analysis.
Element x y z (Å)
C -0.084 -1.086 -0.103  -0.9526
P -1.096 0.268 -0.850  0.9948
N -0.504 1.491 0.205  -1.2135
Cl -2.714 -0.241 0.270  -0.3220
H -0.478 -2.030 -0.480  0.2240
H -0.414 -1.141 0.848  0.2268
H 1.055 -1.054 -0.283  0.2357
H 0.220 2.140 -0.258  0.3965
H -1.190 1.993 0.803  0.4103

***

# 3
Computed, not measured: a single C4H7N2P molecule in a non-equilibrium geometry, with ωB97M-V/def2-TZVPD.

Properties
- SMILES = CC#P=C/N=N/C
- Kohn-Sham gap (spin up / spin down) (eV) = 7.8 / 7.8
- molar mass (g/mol) = 114.1
- ΔE to the lowest compared entry with this formula, charge and spin (kJ/mol) = 389.95
- spin multiplicity = 1
- HOMO level (spin up / spin down) (eV) = -7.76 / -7.76
- charge = 0
- DFT total energy (eV) = -16525.768

Each line ends with the natural charge from an NBO analysis.
Element x y z (Å)
C 0.307 2.164 0.168  -0.7244
C -0.749 1.183 0.043  -0.3631
P -2.273 0.695 -0.117  0.5957
C -2.062 -1.176 -0.089  -0.2993
N -0.918 -1.663 0.094  -0.1188
N 0.136 -1.045 0.373  -0.1889
C 1.420 -1.359 -0.151  -0.4338
H -0.019 3.132 -0.219  0.2395
H 1.198 1.858 -0.385  0.2227
H 0.593 2.280 1.216  0.2430
H -2.941 -1.795 -0.072  0.2172
H 1.821 -0.477 -0.662  0.2048
H 2.096 -1.616 0.668  0.2037
H 1.393 -2.180 -0.868  0.2017

***

# 4
Computed, not measured: a 2-piece molecular cluster, C17H24F3N4S overall in a non-equilibrium geometry, with ωB97M-V/def2-TZVPD.

Properties
- Kohn-Sham gap (eV) = 5.5
- molar mass (g/mol) = 373.5
- spin multiplicity = 1
- HOMO level (eV) = -10.19
- charge = +1
- DFT total energy (eV) = -42948.655

Each line ends with the natural charge from an NBO analysis.
Element x y z (Å)
C -1.927 -4.205 1.906  -0.6323
C -2.388 -2.606 1.744  -0.4678
C -1.008 -1.727 1.855  0.3494
F 0.180 -2.531 2.328  -0.3611
N -0.658 -0.923 0.622  -0.4047
C -0.036 0.429 0.893  0.2984
N 0.323 1.156 2.170  -0.5327
C -0.797 1.938 2.463  0.2754
S -2.293 2.767 2.731  0.2084
C 0.251 1.007 -0.614  0.2052
C 0.973 2.471 -0.772  -0.6792
N -0.210 -0.024 -1.620  -0.4086
C -0.031 0.220 -3.102  0.3565
C 0.739 -1.046 -3.849  -0.6833
F -1.299 0.614 -3.761  -0.3472
C -0.778 -1.232 -0.863  0.4985
C -1.357 -2.614 -1.530  -0.4915
C -2.669 -2.382 -2.524  -0.4550
C -3.952 -1.688 -1.770  0.0233
F -4.797 -0.941 -2.771  -0.3764
H -1.510 -4.377 2.987  0.2525
H -2.804 -4.940 1.606  0.2382
H -1.052 -4.428 1.127  0.2101
H -3.137 -2.379 2.643  0.2557
H -2.992 -2.419 0.755  0.2245
H -1.191 -0.933 2.728  0.2271
H 1.673 2.600 0.187  0.2744
H 1.695 2.420 -1.692  0.2495
H 0.227 3.383 -0.795  0.2717
H 0.718 1.143 -3.212  0.2248
H 0.013 -1.693 -4.508  0.2552
H 1.237 -1.797 -3.069  0.2376
H 1.604 -0.639 -4.530  0.2634
H -1.567 -3.483 -0.774  0.2796
H -0.497 -3.017 -2.253  0.2738
H -3.046 -3.434 -2.942  0.2524
H -2.367 -1.737 -3.482  0.2551
H -3.658 -1.013 -0.844  0.1789
H -4.646 -2.583 -1.397  0.1965
N 3.256 3.621 2.523  -0.5202
C 3.583 4.942 2.686  -0.0802
C 4.933 5.079 2.448  -0.2995
C 5.436 3.796 2.124  -0.2853
C 4.379 2.915 2.175  -0.0946
H 2.331 3.228 2.639  0.4051
H 2.830 5.669 2.958  0.2121
H 5.493 6.003 2.501  0.2308
H 6.460 3.542 1.880  0.2274
H 4.330 1.850 1.995  0.2078